[1]
C20H43B2I3N5O7 | ωB97M-V with the def2-TZVPD basis set

Geometry (Å):
1 C 0.927 -1.915 0.918
2 O 1.501 -2.593 -0.204
3 B 1.467 -1.914 -1.356
4 O 1.862 -2.518 -2.502
5 N 1.028 -0.411 -1.471
6 N -0.274 -0.186 -1.547
7 C -0.641 1.053 -1.694
8 B -2.234 1.370 -1.859
9 C -3.164 2.081 -0.789
10 O -2.808 0.934 -3.043
11 C 0.277 2.130 -1.731
12 I -0.382 4.099 -1.938
13 C 1.623 1.847 -1.625
14 C 2.652 2.960 -1.695
15 C 3.576 3.053 -0.461
16 O 3.182 3.050 0.666
17 I 5.706 3.208 -0.905
18 C 1.984 0.493 -1.490
19 I 3.974 -0.156 -1.357
20 H 1.585 -1.160 1.358
21 H -0.059 -1.500 0.710
22 H 0.786 -2.663 1.700
23 H 1.383 -2.207 -3.278
24 H -2.957 1.698 0.215
25 H -3.146 3.168 -0.867
26 H -4.188 1.774 -1.028
27 H -3.069 0.013 -2.885
28 H 2.175 3.935 -1.792
29 H 3.233 2.796 -2.607
30 C -3.930 -0.262 3.695
31 C -3.641 -0.354 2.202
32 C -4.217 -1.619 1.547
33 O -3.474 -2.795 1.794
34 C -3.754 -3.436 3.030
35 N -2.198 -0.236 1.968
36 H -3.305 -0.936 4.281
37 H -3.734 0.748 4.055
38 H -4.975 -0.493 3.907
39 H -4.125 0.507 1.728
40 H -4.186 -1.479 0.460
41 H -5.271 -1.762 1.813
42 H -4.807 -3.342 3.307
43 H -3.121 -3.041 3.826
44 H -3.520 -4.494 2.914
45 H -2.023 -0.204 0.966
46 H -1.784 -1.119 2.260
47 C -1.246 6.815 3.428
48 C 0.140 6.258 3.122
49 C 1.067 7.261 2.417
50 O 0.797 7.437 1.035
51 C -0.246 8.351 0.742
52 N -0.003 5.021 2.349
53 H -1.874 6.875 2.538
54 H -1.762 6.171 4.139
55 H -1.181 7.812 3.868
56 H 0.605 6.007 4.080
57 H 2.086 6.868 2.466
58 H 1.078 8.228 2.934
59 H -0.273 9.179 1.454
60 H -1.214 7.845 0.721
61 H -0.062 8.757 -0.253
62 H 0.917 4.603 2.227
63 H -0.274 5.291 1.407
64 C 3.868 -7.496 -4.016
65 C 3.488 -6.132 -3.448
66 C 3.009 -6.184 -1.988
67 O 1.687 -6.658 -1.817
68 C 1.554 -8.069 -1.802
69 N 2.488 -5.516 -4.326
70 H 2.995 -8.104 -4.251
71 H 4.431 -7.374 -4.941
72 H 4.495 -8.052 -3.316
73 H 4.388 -5.510 -3.471
74 H 3.002 -5.160 -1.601
75 H 3.707 -6.752 -1.359
76 H 2.414 -8.554 -1.332
77 H 1.411 -8.459 -2.812
78 H 0.662 -8.311 -1.224
79 H 2.304 -4.572 -3.997
80 H 1.608 -6.002 -4.169

- Calculated total energy: -68869.4174 eV
- Kohn-Sham gap: 6.18 eV
- HOMO level: -10.875 eV
- Charge: +1
- Molar mass: 867.93 g/mol



[2]
C20H43B3ClFN3O10 | ωB97M-V with the def2-TZVPD basis set

Geometry (Å):
1 C -0.456 -4.030 -0.531
2 C -1.254 -2.782 -0.139
3 C -0.479 -1.845 0.810
4 N 0.028 -0.711 0.047
5 C 1.060 0.151 0.632
6 B 2.383 -0.716 0.280
7 C 3.328 -1.336 1.360
8 O 2.576 -1.050 -1.052
9 O 0.818 0.119 2.051
10 C 1.082 1.158 2.970
11 C -0.105 1.192 3.965
12 C -1.455 0.950 3.336
13 O -2.215 1.822 3.013
14 C 2.332 0.821 3.841
15 N 2.272 -0.576 4.276
16 C 2.301 -0.725 5.742
17 C 1.210 2.577 2.345
18 F 0.050 3.273 2.397
19 Cl 2.389 3.643 3.156
20 N 1.569 2.618 0.885
21 B 3.084 2.758 0.565
22 O 3.477 3.775 -0.230
23 O 3.931 1.817 1.027
24 C 0.870 1.582 0.043
25 C 1.422 1.704 -1.394
26 O 0.680 0.882 -2.235
27 C 0.054 1.461 -3.381
28 C -1.239 0.703 -3.652
29 O -1.074 -0.164 -4.747
30 C -1.622 -1.463 -4.567
31 C -3.099 -1.459 -4.212
32 O -3.609 -2.715 -4.579
33 C -4.849 -3.043 -3.975
34 C -4.679 -3.978 -2.772
35 C -0.624 1.955 0.001
36 B -0.963 3.443 -0.413
37 O 0.039 4.405 -0.581
38 O -2.246 3.855 -0.586
39 H -0.764 -4.387 -1.514
40 H 0.605 -3.781 -0.608
41 H -0.584 -4.829 0.196
42 H -1.485 -2.218 -1.048
43 H -2.203 -3.046 0.325
44 H 0.307 -2.438 1.294
45 H -1.152 -1.514 1.599
46 H 0.293 -0.971 -0.895
47 H 4.034 -2.023 0.888
48 H 2.730 -1.921 2.063
49 H 3.903 -0.589 1.905
50 H 3.411 -0.733 -1.410
51 H 0.057 0.380 4.676
52 H -0.116 2.118 4.540
53 H -1.745 -0.099 3.200
54 H 3.252 1.043 3.305
55 H 2.268 1.451 4.731
56 H 3.131 -1.003 3.959
57 H 1.306 -0.582 6.165
58 H 2.581 -1.754 5.969
59 H 3.021 -0.062 6.229
60 H 1.182 3.534 0.601
61 H 2.788 4.286 -0.671
62 H 4.846 2.123 1.065
63 H 2.475 1.398 -1.448
64 H 1.400 2.753 -1.710
65 H -0.150 2.524 -3.224
66 H 0.706 1.337 -4.247
67 H -2.061 1.408 -3.822
68 H -1.486 0.157 -2.733
69 H -1.043 -1.998 -3.806
70 H -1.501 -1.980 -5.517
71 H -3.621 -0.629 -4.704
72 H -3.227 -1.317 -3.128
73 H -5.373 -2.134 -3.661
74 H -5.481 -3.508 -4.731
75 H -5.147 -3.581 -1.871
76 H -3.624 -4.160 -2.567
77 H -5.145 -4.946 -2.959
78 H -1.096 1.805 0.968
79 H -1.130 1.274 -0.679
80 H -0.256 5.270 -0.269
81 H -2.886 3.275 -0.155

- Calculated total energy: -63650.3162 eV
- Kohn-Sham gap: 8.74 eV
- HOMO level: -11.214 eV
- Structure (SMILES): CCCN[C@]1(B(C)O)O[C@@](CC=O)(CNC)[C@@](F)(Cl)[N@@H+](B(O)O)[C@]1(COCCOCCOCC)CB(O)O
- Charge: +1
- Molar mass: 572.46 g/mol